Entry from the Open Molecules 2025 dataset: a gas-phase ion, C7H13N2 (charge +1) (ωB97M-V/def2-TZVPD).

Geometry as XYZ:
```
22
C7H13N2, DFT ωB97M-V/def2-TZVPD
C 1.54216 -2.23563 0.32691
C 2.04632 -1.07575 0.05408
C 2.53736 0.08483 -0.25628
C 1.79971 1.39969 -0.22185
C 0.44599 1.33110 0.49153
C -0.56434 0.46180 -0.13026
N -0.43367 -0.10978 -1.26980
C -1.88386 0.19143 0.55076
N -2.63398 -0.76812 -0.24445
H 1.10784 -2.85853 -0.44007
H 1.58828 -2.66288 1.31415
H 3.57749 0.15154 -0.54955
H 2.41959 2.12299 0.31047
H 1.67790 1.77836 -1.24083
H 0.60053 0.99649 1.52283
H 0.02702 2.34066 0.56982
H 0.39561 -0.06478 -1.84714
H -1.24836 -0.71009 -1.50310
H -1.68390 -0.15686 1.56928
H -2.41031 1.14861 0.64675
H -3.52184 -0.40167 -0.56278
H -2.80620 -1.63387 0.25076
```

Calculated values
SMILES: C=C=CCCC(=[NH2+])CN
Energy: -383.7510 Eh
Charge: +1
Gap between HOMO and LUMO: 9.550 eV
Highest occupied orbital energy: -0.4891 Eh
Energy relative to the best compared isomer or geometry (same formula, charge and spin): 1.801 eV